Arrangement i

C3H9N3O2 | the ωB97M-V functional and the def2-TZVPD basis

Values from the calculation:
* total charge: 0
* LUMO energy: 0.030 Ha
* HOMO: -0.2871 Ha
* SMILES: NNC[C@@H](N)C(=O)O

Geometry as XYZ:
```
17
C3H9N3O2 (the ωB97M-V functional and the def2-TZVPD basis)
N -1.911 -0.312 1.038
N -0.925 -0.964 0.247
C -0.645 -0.157 -1.240
C 0.570 0.605 -0.885
N 0.391 1.941 -0.379
C 1.008 -0.465 0.379
O 1.262 -0.002 1.478
O 1.746 -1.476 -0.182
H -1.779 0.696 1.014
H -1.811 -0.610 2.005
H -0.672 -1.855 0.676
H -1.569 0.392 -1.397
H -0.448 -0.980 -1.923
H 1.338 0.537 -1.653
H -0.311 2.013 0.352
H 1.226 2.260 0.106
H 2.530 -1.625 0.366
```



Arrangement ii

C3H9N3O2 | the ωB97M-V functional and the def2-TZVPD basis

Values from the calculation:
* total charge: 0
* LUMO energy: 0.027 Ha
* HOMO: -0.3469 Ha
* SMILES: CN(C)NC(=O)NO

Geometry as XYZ:
```
17
C3H9N3O2 (the ωB97M-V functional and the def2-TZVPD basis)
C -1.607 -0.176 -0.398
N -0.308 -0.538 -0.222
C 0.445 -1.657 -0.886
N 0.450 0.733 -0.551
C 0.615 1.762 0.450
O 0.739 2.957 0.227
N 0.782 1.055 1.655
O 1.443 -0.194 1.587
H -2.103 0.700 0.096
H -2.127 -1.147 -0.084
H -1.897 0.077 -1.450
H 1.462 -1.627 -0.612
H 0.376 -1.500 -1.963
H -0.127 -2.562 -0.574
H 0.103 1.350 -1.314
H 1.201 1.506 2.526
H 0.552 -0.740 1.517
```



Stability verdict: arrangement i, ahead by 14.9 kcal/mol



Arrangement i

C2H17NO5 | the ωB97M-V functional and the def2-TZVPD basis

Values from the calculation:
* total charge: 0
* LUMO energy: 0.013 Ha
* HOMO: -0.3405 Ha
* SMILES: CNC.O.O.O.O.O

Geometry as XYZ:
```
25
C2H17NO5 (the ωB97M-V functional and the def2-TZVPD basis)
C -1.752 -0.089 2.491
N -1.086 0.017 1.203
C -1.233 1.332 0.536
H -1.547 0.876 3.001
H -2.809 -0.230 2.362
H -1.343 -0.855 3.197
H -1.202 -0.761 0.577
H -2.191 1.434 -0.010
H -0.481 1.395 -0.191
H -1.086 2.110 1.276
O 2.416 -0.812 0.078
H 2.140 -0.465 0.943
H 1.590 -1.197 -0.215
O 0.137 -2.253 -0.669
H -0.207 -2.107 -1.572
H 0.084 -3.195 -0.543
O -1.524 0.044 -2.857
H -0.755 0.472 -3.276
H -1.452 0.408 -1.963
O 1.515 0.856 2.022
H 1.524 1.619 1.423
H 0.639 0.448 1.856
O 1.141 1.067 -2.241
H 2.042 1.426 -2.073
H 1.380 0.174 -1.958
```



Arrangement ii

C2H17NO5 | the ωB97M-V functional and the def2-TZVPD basis

Values from the calculation:
* total charge: 0
* LUMO energy: 0.022 Ha
* HOMO: -0.3563 Ha
* SMILES: CCN.O.O.O.O.O

Geometry as XYZ:
```
25
C2H17NO5 (the ωB97M-V functional and the def2-TZVPD basis)
C -2.086 -1.223 2.966
C -2.499 -1.386 1.515
N -1.995 -0.357 0.569
H -1.269 -0.512 3.190
H -2.843 -0.843 3.656
H -1.598 -2.070 3.460
H -2.139 -2.311 1.064
H -3.590 -1.382 1.480
H -1.021 -0.131 0.753
H -2.502 0.504 0.757
O 1.077 -0.505 -0.569
H 0.670 -1.300 -0.981
H 1.454 -0.042 -1.337
O 2.530 0.202 1.444
H 2.401 -0.473 0.753
H 3.388 0.082 1.863
O 1.578 3.506 -0.858
H 1.145 2.869 -0.269
H 2.484 3.437 -0.513
O 1.238 1.206 -2.725
H 1.869 1.778 -2.272
H 1.455 1.308 -3.654
O -0.952 -1.880 -1.682
H -1.510 -1.622 -0.922
H -1.311 -1.243 -2.313
```



Stability verdict: arrangement ii, ahead by 2.1 kcal/mol



Arrangement i

C3H7N4 | the ωB97M-V functional and the def2-TZVPD basis

Values from the calculation:
* total charge: +1
* LUMO energy: -0.259 Ha
* HOMO: -0.4576 Ha

Geometry as XYZ:
```
14
C3H7N4 (the ωB97M-V functional and the def2-TZVPD basis)
C 2.030 0.129 -2.054
C 2.178 0.274 -0.717
C 0.706 -0.401 1.066
N 0.697 -0.345 -2.283
N 0.122 -0.561 -1.237
N 1.040 -0.195 -0.157
N -3.313 0.233 1.239
H 2.836 0.154 -2.778
H 2.874 0.784 -0.145
H 1.182 0.111 1.931
H -0.167 -1.104 1.308
H -3.345 0.270 2.219
H -2.816 1.061 0.768
H -4.023 -0.410 0.839
```



Arrangement ii

C3H7N4 | the ωB97M-V functional and the def2-TZVPD basis

Values from the calculation:
* total charge: +1
* LUMO energy: -0.187 Ha
* HOMO: -0.4835 Ha

Geometry as XYZ:
```
14
C3H7N4 (the ωB97M-V functional and the def2-TZVPD basis)
C -0.043 -0.721 -1.492
C 0.887 -1.198 -0.587
C -1.062 0.598 0.157
N -0.895 0.256 -1.159
N 0.997 -0.355 0.448
N -1.405 1.817 0.286
N 1.465 -0.805 1.595
H 0.047 -0.852 -2.597
H 1.469 -2.116 -0.793
H -1.187 0.847 -1.875
H -1.230 2.534 -0.469
H -1.793 2.235 1.134
H 1.374 -1.908 1.708
H 1.539 -0.216 2.352
```



Stability verdict: arrangement ii, ahead by 20.2 kcal/mol



Arrangement i

C3H7N4 | the ωB97M-V functional and the def2-TZVPD basis

Values from the calculation:
* total charge: +1
* LUMO energy: -0.213 Ha
* HOMO: -0.5343 Ha
* SMILES: [H]/N=C/N=N\[NH+]=C\C

Geometry as XYZ:
```
14
C3H7N4 (the ωB97M-V functional and the def2-TZVPD basis)
H 2.727 -2.212 0.726
N 2.057 -1.611 0.050
C 2.269 -0.381 0.190
N 1.884 0.692 -0.392
N 0.991 1.506 -0.444
N -0.326 1.200 0.007
C -0.942 0.067 -0.195
C -2.441 -0.146 -0.191
H 2.884 0.102 0.975
H -0.746 2.000 0.360
H -0.169 -0.634 -0.696
H -2.562 -0.181 0.960
H -2.652 -1.114 -0.710
H -2.973 0.711 -0.640
```



Arrangement ii

C3H7N4 | the ωB97M-V functional and the def2-TZVPD basis

Values from the calculation:
* total charge: +1
* LUMO energy: -0.109 Ha
* HOMO: -0.4947 Ha
* SMILES: Nn1cc[nH]c1=[NH2+]

Geometry as XYZ:
```
14
C3H7N4 (the ωB97M-V functional and the def2-TZVPD basis)
N 1.603 -1.176 -0.041
N 0.381 -0.556 0.192
C -0.834 -1.225 0.030
C -1.795 -0.263 -0.001
N -1.124 0.928 0.092
C 0.186 0.748 0.132
N 1.097 1.749 0.070
H 1.360 -1.996 -0.613
H 1.899 -1.583 0.858
H -1.249 -2.232 -0.187
H -2.820 -0.322 -0.075
H -1.521 1.842 -0.113
H 0.750 2.603 -0.208
H 2.068 1.483 -0.137
```



Arrangement iii

C3H7N4 | the ωB97M-V functional and the def2-TZVPD basis

Values from the calculation:
* total charge: +1
* LUMO energy: -0.138 Ha
* HOMO: -0.4934 Ha
* SMILES: [NH3+]Cc1cn[nH]n1

Geometry as XYZ:
```
14
C3H7N4 (the ωB97M-V functional and the def2-TZVPD basis)
N 1.318 0.633 0.041
C 0.622 -0.668 0.109
C -0.826 -0.284 0.018
C -2.414 -1.080 0.034
N -3.228 -0.108 0.005
N -2.517 1.020 -0.125
N -1.245 0.947 -0.074
H 0.904 1.400 0.469
H 1.314 0.796 -0.916
H 2.315 0.671 0.450
H 0.923 -1.203 0.985
H 0.837 -1.372 -0.687
H -2.549 -2.070 -0.001
H -3.100 1.852 0.020
```



Stability verdict: arrangement ii, ahead by 53.9 kcal/mol



Arrangement i

C2H5N2S | the ωB97M-V functional and the def2-TZVPD basis

Values from the calculation:
* total charge: +1
* LUMO energy (spin up / spin down): -0.225 / -0.225 Ha
* HOMO (spin up / spin down): -0.5349 / -0.5349 Ha

Geometry as XYZ:
```
10
C2H5N2S (the ωB97M-V functional and the def2-TZVPD basis)
C 0.952 0.566 0.235
C -1.773 -1.097 0.385
N 0.025 -0.023 0.934
N 0.880 0.656 -1.114
S -2.574 -0.501 -0.763
H 1.878 1.208 0.690
H -1.353 -1.996 0.811
H -0.163 0.118 1.926
H 1.766 0.960 -1.381
H 0.362 0.108 -1.722
```



Arrangement ii

C2H5N2S | the ωB97M-V functional and the def2-TZVPD basis

Values from the calculation:
* total charge: +1
* LUMO energy: -0.219 Ha
* HOMO: -0.5025 Ha

Geometry as XYZ:
```
10
C2H5N2S (the ωB97M-V functional and the def2-TZVPD basis)
C 0.420 -0.145 0.230
C 1.870 -0.405 -2.653
N -0.284 -0.237 1.381
N -0.013 -0.183 -0.994
S 1.326 0.133 -3.917
H 1.492 -0.031 0.392
H 2.545 -0.979 -1.913
H 0.183 -0.148 2.276
H -1.264 0.097 1.466
H -0.956 -0.550 -1.248
```



Stability verdict: arrangement ii, ahead by 2.8 kcal/mol